An isolated molecule of C3H4N2S at a distorted geometry, computed with the ωB97M-V functional and the def2-TZVPD basis.

```
10
Properties=species:S:1:pos:R:3:forces:R:3
N -1.98069 -0.97736 2.47453 -0.21 -0.43 0.36
C -0.93918 -0.90868 1.99299 0.21 -0.33 0.32
N 0.18612 -0.70364 1.30683 0.64 -0.34 -0.02
C 0.12444 0.38811 0.38165 -0.29 0.72 -0.53
C -0.81019 0.28970 -0.77217 0.16 0.07 -0.19
S -1.33508 1.40452 0.52794 -0.44 1.07 -0.05
H 1.08545 -0.85586 1.74419 -0.39 -0.10 0.15
H 1.04118 0.95757 0.27716 0.07 -0.36 -0.03
H -0.58395 0.80794 -1.69318 0.24 -0.21 -0.10
H -1.37579 -0.62604 -0.87845 0.00 -0.08 0.08
```
Forces are in eV/Å.

ΔE to the lowest compared entry with this formula, charge and spin in kJ/mol: 181.9
HOMO energy in eV: -9.1

=====

A structure of composition C29H39AgBCl2N7O2S2, computed with the ωB97M-V functional and the def2-TZVPD basis.

```
83
Properties=species:S:1:pos:R:3:forces:R:3
Ag -0.38063 0.41945 0.00879 0.21 -0.01 -0.14
C -2.81394 -2.99490 1.60536 0.01 0.01 -0.01
C -2.47870 -1.54936 1.97761 -0.01 -0.01 -0.02
C -3.47138 -1.00670 3.00599 0.01 -0.01 0.01
C -1.07599 -1.45642 2.49562 -0.04 -0.06 0.04
C -0.53420 -2.09156 3.62817 -0.01 0.00 0.01
C 0.79261 -1.72979 3.62297 0.06 -0.01 -0.05
N 1.01932 -0.93360 2.56364 -0.12 0.00 0.04
N -0.13259 -0.76014 1.87604 0.00 0.04 0.02
B 2.40539 -0.44403 2.10448 0.14 -0.05 -0.05
N 2.50750 1.09716 2.11763 -0.16 0.01 -0.10
C 3.32535 1.82777 2.89305 0.07 -0.01 0.02
C 3.04884 3.16082 2.67425 0.02 0.03 0.04
C 2.00817 3.14481 1.72826 0.01 -0.03 -0.03
N 1.69656 1.89727 1.39791 0.03 0.02 0.07
C 1.23928 4.31419 1.18196 -0.06 0.02 0.02
C -0.08313 4.46892 1.93987 0.01 0.01 0.05
C 0.98856 4.16772 -0.31312 0.05 -0.01 0.00
N 2.78462 -1.08610 0.75401 -0.03 0.03 0.06
C 3.90385 -1.80079 0.53075 0.02 -0.06 0.02
C 3.80741 -2.37424 -0.71461 0.05 0.02 -0.01
C 2.55206 -1.94843 -1.20091 -0.05 0.06 0.02
N 1.95345 -1.16937 -0.30960 0.03 -0.01 -0.01
C 1.91730 -2.34933 -2.50570 0.02 -0.01 0.00
C 0.66878 -1.54622 -2.83564 -0.02 0.06 0.00
C 1.59649 -3.84849 -2.49636 -0.03 0.01 0.00
H -3.81168 -3.04943 1.16492 -0.01 0.00 0.01
H -2.79363 -3.63117 2.49676 0.01 -0.01 -0.01
H -2.11496 -3.38522 0.86719 0.00 0.01 -0.01
H -2.53387 -0.94380 1.06789 0.02 0.02 0.01
H -3.47272 -1.63726 3.90101 -0.01 0.00 0.00
H -4.48220 -0.99802 2.59347 -0.01 0.00 0.00
H -3.21477 0.00940 3.30487 0.00 -0.01 0.00
H -1.04019 -2.73496 4.32817 0.00 0.00 0.00
H 1.60390 -1.99386 4.28120 0.00 0.01 0.00
H 3.20582 -0.84178 2.92436 0.01 0.03 -0.01
H 4.03994 1.34557 3.54020 0.00 0.00 -0.01
H 3.51914 4.01792 3.12912 -0.01 0.00 0.00
H 1.84583 5.21152 1.35319 0.00 -0.01 0.02
H -0.68830 3.56575 1.84025 -0.01 -0.01 -0.02
H -0.66283 5.31457 1.55818 0.00 0.00 -0.02
H 0.09304 4.62599 3.00666 0.00 0.00 -0.01
H 0.43389 3.24999 -0.50902 0.00 0.02 0.02
H 1.93021 4.09918 -0.86316 -0.03 0.01 -0.01
H 0.41741 5.01622 -0.70163 -0.01 -0.01 0.00
H 4.67156 -1.86276 1.28536 0.00 0.00 0.00
H 4.52154 -3.01892 -1.20148 0.00 0.01 0.00
H 2.66596 -2.16418 -3.28825 0.01 -0.04 0.00
H -0.11640 -1.70027 -2.09345 0.00 -0.02 0.00
H 0.26228 -1.86160 -3.80042 0.02 0.01 0.00
H 0.88350 -0.47864 -2.88008 -0.02 -0.01 0.00
H 0.80275 -4.05677 -1.77593 0.00 0.00 -0.01
H 2.47271 -4.44856 -2.23766 0.00 0.01 0.00
H 1.23375 -4.16600 -3.47706 0.00 0.00 0.00
Cl -3.78546 -3.25164 -4.47403 0.00 -0.01 0.00
C -4.11911 -3.53677 -2.73529 -0.01 0.00 0.00
Cl -5.12005 -5.01184 -2.55607 -0.01 0.00 0.00
C -2.76612 -3.57673 -1.92782 0.04 -0.04 0.03
O -2.21369 -4.67498 -1.80821 -0.01 0.02 -0.02
O -2.45953 -2.43986 -1.52980 -0.03 0.03 0.01
H -4.72857 -2.70490 -2.40571 0.00 0.00 0.00
C -2.00620 2.06455 -4.39427 -0.02 -0.01 -0.02
C -2.79945 1.29012 -3.55207 -0.03 0.01 -0.06
C -2.33351 0.90239 -2.30122 0.02 0.00 -0.06
C -1.06164 1.26489 -1.81876 -0.07 -0.01 -0.02
C -0.28913 2.02882 -2.70585 0.06 -0.03 -0.02
C -0.73666 2.42425 -3.96675 0.02 -0.04 0.03
H -2.36270 2.35635 -5.37697 -0.01 0.00 0.01
H -3.77957 0.96233 -3.88578 0.01 0.00 0.01
H -2.97072 0.26509 -1.69730 0.01 0.01 0.01
H 0.71868 2.31595 -2.41969 0.00 0.00 -0.02
H -0.08739 3.00619 -4.61434 0.00 0.00 -0.01
S -3.62767 2.36651 1.83405 -0.14 0.04 0.23
C -3.58381 3.29420 0.47769 -0.09 0.03 -0.14
N -2.57466 3.39337 -0.37074 0.13 0.03 0.18
C -2.68456 4.29908 -1.49177 0.03 -0.13 -0.18
C -4.17877 4.47558 -1.73637 0.03 0.06 0.08
S -4.94049 4.29765 -0.09348 0.08 0.00 0.04
H -1.78469 2.74694 -0.28097 -0.11 -0.01 -0.11
H -2.19203 3.85518 -2.36063 -0.01 0.09 0.10
H -2.20649 5.25383 -1.24791 0.00 0.03 -0.01
H -4.54860 3.68801 -2.38578 -0.06 -0.08 -0.08
H -4.41862 5.44852 -2.16146 0.01 -0.01 0.01
```
Forces are in eV/Å.

ΔE to the lowest compared entry with this formula, charge and spin in kJ/mol: 69.4
Total charge: -2
HOMO energy in eV: -2.5

=====

A cluster of 2 separate species, C15H24O5 in total at a distorted geometry, computed with the ωB97M-V functional and the def2-TZVPD basis.

```
44
Properties=species:S:1:pos:R:3:forces:R:3
C 3.58112 -0.68214 0.17904 0.05 -0.93 -0.48
C 3.11774 -1.62631 -0.45475 -1.77 0.60 0.51
C 2.08020 -2.59404 -1.17880 1.73 0.37 -0.38
C 0.82370 -1.85372 -1.81432 -1.30 0.72 0.74
C 1.16565 -0.31522 -2.09617 -0.48 -1.40 0.59
O 1.60955 0.18042 -3.09284 -0.44 -0.09 1.48
O 0.80071 0.38681 -0.92187 0.18 0.09 -0.57
C 0.09336 -0.43530 0.03781 -0.43 -1.85 0.41
C -0.45630 -1.56492 -0.89733 0.35 0.29 0.13
C -1.27523 -2.77034 -0.30463 -0.44 -0.20 -0.39
C -2.76980 -2.36899 0.12877 0.89 0.71 0.04
C -3.62280 -1.75897 -1.05523 0.21 0.03 0.59
C -5.14195 -1.47764 -0.69416 0.51 0.35 -0.77
C -5.86033 -0.97861 -2.04574 0.97 -0.69 0.49
H 4.04201 0.15627 0.75787 -0.53 -1.46 -0.99
H 2.67053 -3.04030 -2.04283 -0.79 0.47 1.01
H 1.80900 -3.46795 -0.51355 0.18 1.20 -0.57
H 0.33699 -2.40707 -2.67814 1.47 0.73 0.58
H -0.72744 0.05352 0.63419 0.80 0.36 -1.25
H 0.75428 -0.86142 0.86132 -0.22 0.53 -1.31
H -1.10538 -0.98374 -1.62722 0.37 -0.91 0.85
H -0.79728 -3.27348 0.58534 -0.18 0.70 -0.91
H -1.31880 -3.56064 -1.12599 -0.07 0.87 0.98
H -2.64696 -1.56026 0.92013 -0.33 -0.95 -0.75
H -3.24979 -3.25213 0.64235 0.35 0.89 -0.75
H -3.50564 -2.41755 -1.96400 -0.36 0.55 0.82
H -3.17542 -0.74990 -1.33004 -0.51 -1.21 0.25
H -5.14124 -0.64965 0.08493 -0.20 -1.15 -0.80
H -5.64795 -2.41308 -0.29579 0.60 1.23 -0.33
H -5.03733 -0.61528 -2.74124 -1.18 -0.16 0.78
H -6.29324 -1.89972 -2.52775 0.09 1.18 0.33
H -6.61453 -0.16710 -1.86712 0.62 -0.96 -0.30
C 2.32490 2.48190 1.11872 -0.32 -0.26 -0.31
O 3.49640 2.84834 1.85022 0.10 0.19 0.18
C 3.45797 4.08254 2.37062 0.10 -0.10 -0.01
O 2.54846 4.86524 2.26923 0.21 -0.17 0.04
O 4.60924 4.29331 3.02406 -0.17 -0.13 -0.13
C 4.70859 5.57924 3.63414 0.10 0.33 0.19
H 2.46617 1.46678 0.74193 0.09 0.34 0.16
H 1.44716 2.48977 1.76740 0.05 0.17 -0.07
H 2.18217 3.14668 0.26593 -0.08 0.01 0.15
H 3.92638 5.71165 4.38327 -0.04 0.04 -0.18
H 4.65864 6.36757 2.88154 -0.16 -0.06 0.07
H 5.67647 5.63543 4.13069 -0.03 -0.25 -0.13
```
Forces are in eV/Å.

ΔE to the lowest compared entry with this formula, charge and spin in kJ/mol: 252.6
HOMO energy in eV: -10.1

=====

A structure of composition C10H37CaN12O9 at a distorted geometry, computed with the ωB97M-V functional and the def2-TZVPD basis.

```
69
Properties=species:S:1:pos:R:3:forces:R:3
Ca 3.99048 -1.17668 1.26995 -2.58 0.54 -0.78
C 0.27100 -0.41491 -0.23168 0.93 -0.44 -0.10
C 1.60755 0.31688 -0.36630 -0.47 0.56 -0.03
O 2.41875 0.43578 0.78488 1.53 -1.77 0.69
H -0.16004 -0.49634 -1.22898 0.00 0.32 -0.06
H -0.45808 0.01585 0.45063 0.09 0.01 0.18
H 0.51748 -1.44689 0.01514 -0.29 0.09 0.49
H 1.40030 1.34009 -0.70617 0.10 -0.11 -0.37
H 2.12257 -0.22424 -1.17635 0.25 0.23 -0.10
C 3.53620 1.28315 -3.36897 -0.02 -0.58 0.63
O 4.13330 1.33530 -4.63629 0.11 0.41 -0.01
H 4.22942 0.96455 -2.57070 0.15 -0.13 -0.20
H 3.19783 2.26236 -3.03523 -0.11 0.13 -0.48
H 2.69711 0.57896 -3.35539 -0.14 0.19 0.04
H 4.23361 0.44699 -4.98523 0.00 -0.02 0.01
C -1.33169 2.13029 -3.28388 0.27 0.18 0.30
O -1.33538 1.83049 -1.88190 -0.21 -0.56 0.07
H -0.47134 1.64640 -3.74678 0.11 0.27 -0.09
H -2.22323 1.70802 -3.74573 -0.10 0.02 0.18
H -1.33428 3.20779 -3.43164 0.13 -0.03 -0.25
H -1.00123 2.53002 -1.31733 0.07 0.28 -0.37
C 0.96314 2.03163 4.10237 0.03 -0.45 0.51
O 0.54830 2.80752 4.93391 -0.03 0.31 -0.38
N 2.22831 2.06475 3.54455 -0.02 -0.30 0.21
N 0.25428 0.92803 3.69896 0.14 -0.02 0.04
H 2.37389 1.32635 2.87325 0.13 0.58 -0.50
H 2.59992 2.97609 3.33813 0.16 -0.01 0.04
H -0.69095 0.85582 4.01085 -0.25 -0.14 0.03
H 0.58608 0.34170 2.95608 -0.27 0.02 -0.19
C 3.57469 4.22890 0.37779 0.15 -0.22 0.45
O 3.80612 5.41487 0.33799 0.05 -0.05 -0.30
N 4.52656 3.24578 0.11738 -0.30 0.60 0.24
N 2.36841 3.71389 0.76355 -0.45 0.04 0.04
H 4.17828 2.30546 0.13399 0.12 -0.23 -0.48
H 5.23293 3.54629 -0.53192 0.15 -0.31 -0.01
H 2.18447 2.72709 0.85719 0.14 -0.01 0.03
H 1.69032 4.36694 1.11417 0.02 0.03 0.00
C -2.23844 -4.11036 0.24551 0.54 -1.32 0.51
O -1.90938 -5.16451 -0.30539 0.30 0.22 -0.38
N -1.33776 -3.11180 0.49175 -1.80 0.63 0.31
N -3.46925 -3.90714 0.77446 -0.06 0.83 0.24
H -0.36241 -3.25679 0.38145 -0.12 -0.10 0.14
H -1.72421 -2.38382 1.08575 0.78 0.37 -0.14
H -3.65651 -3.03474 1.24260 -0.05 0.02 -0.09
H -4.25473 -4.51478 0.64356 0.27 -0.33 -0.35
C -3.24614 0.08799 2.35292 0.63 1.31 0.71
O -2.51588 -0.86275 2.06925 -0.57 -0.02 -0.39
N -3.48034 0.43770 3.65910 -0.08 -0.23 0.21
N -3.75463 1.00939 1.48388 0.16 -0.40 -0.72
H -3.03712 -0.07510 4.40139 -0.04 -0.19 -0.18
H -3.81677 1.35332 3.89783 -0.08 -0.03 -0.05
H -4.40021 1.72839 1.75525 -0.03 -0.15 0.37
H -3.66532 0.90394 0.48126 0.02 -0.48 0.02
C -3.81640 -0.79905 -2.10509 -0.36 -1.05 1.50
O -4.71260 -1.46142 -2.58256 0.21 0.45 -0.48
N -3.85904 0.51920 -1.72312 0.33 1.05 -0.24
N -2.66869 -1.34713 -1.58393 0.43 -0.55 -0.65
H -2.92415 0.93933 -1.79250 -0.77 0.36 0.22
H -4.62964 1.08363 -2.04334 -0.01 -0.16 -0.26
H -1.98023 -0.79280 -1.10713 -0.22 -0.02 -0.05
H -2.38935 -2.26655 -1.87450 -0.18 -0.06 0.04
C 1.82109 -3.75975 -0.00769 -1.14 0.05 -0.35
O 2.61246 -3.03614 0.64377 1.29 0.74 0.14
N 1.11643 -4.73932 0.58335 0.76 -0.08 0.09
N 1.47857 -3.50956 -1.29857 0.46 -0.51 1.01
H 1.22215 -4.89029 1.57208 0.08 0.02 -0.02
H 0.40130 -5.27375 0.10512 -0.24 0.02 -0.06
H 1.95981 -2.81339 -1.83383 -0.06 0.02 -0.12
H 0.77232 -4.10693 -1.69295 -0.02 0.16 -0.50
```
Forces are in eV/Å.

Total charge: +1
HOMO energy in eV: -11.8

=====

| no. | LUMO level (eV) | Kohn-Sham gap (eV) |
| --- | --- | --- |
| 1 | 0.6 | 9.7 |
| 2 | 3.9 | 6.4 |
| 3 | 0.7 | 10.8 |
| 4 | -5.4 | 6.4 |